# 1
Entry from the OMol25 dataset: a structure of composition C4H10Cl4MgO2 at a distorted geometry (the ωB97M-V functional and the def2-TZVPD basis).

Each line ends with the natural charge from an NBO analysis.
CARTESIAN COORDINATES (ANGSTROEM)
H -14.1583 19.5342 -0.2236  0.181
H -8.7163 16.4117 0.5817  0.160
H -11.4308 19.3018 -2.1731  0.148
C -10.9784 19.4108 -1.1874  -0.067
H -11.1295 17.4150 -0.4699  0.151
H -10.2769 20.2409 -1.2697  0.197
C -13.2327 19.0066 -0.4539  -0.258
H -13.0714 18.2187 0.2818  0.176
Mg -6.4017 17.1807 4.0690  1.663
H -8.3245 17.3992 1.9438  0.245
Cl -5.1952 16.8434 2.1061  -0.912
O -9.6185 18.3715 0.5692  -0.542
Cl -7.3239 15.1043 4.5839  -0.915
H -9.6785 17.7634 -1.4082  0.160
C -10.3410 18.1495 -0.6336  -0.084
O -12.0991 19.8398 -0.5108  -0.536
Cl -8.0989 18.7970 4.4724  -0.909
H -9.9247 16.6833 1.7964  0.164
Cl -4.6497 17.8747 5.4541  -0.918
C -9.1271 17.1764 1.2407  -0.255
H -13.5040 18.4065 -1.3225  0.150

Values from the calculation:
Total energy   -63946.722 eV
LUMO   4.343 eV
Orbital gap   6.483 eV
Energy above the lowest of the compared OMol25 structures with the same formula, charge and spin   15.5 kcal per mole
Total charge   -2
HOMO energy   -2.14 eV



# 2
Entry from the OMol25 dataset: the molecule C4H10ClN at a distorted geometry (the ωB97M-V functional and the def2-TZVPD basis).

Each line ends with the natural charge from an NBO analysis.
CARTESIAN COORDINATES (ANGSTROEM)
C 0.3698 1.8185 0.2948  -0.409
H -0.7067 1.2011 -1.2460  0.365
H 1.1181 -2.3366 -0.0303  0.213
N 0.0787 0.9285 -0.7498  -0.623
H 1.8896 -1.0264 -0.9786  0.230
H -0.4075 -1.0149 -1.2550  0.193
H 1.2974 1.4944 0.8236  0.185
Cl -2.7653 0.0714 -0.2069  -0.116
H -0.4356 1.7734 0.9815  0.161
H -1.4283 -1.8827 0.4200  0.218
H -1.1949 -0.3979 1.4213  0.203
C -0.0771 -0.4994 -0.4167  -0.089
C 1.2255 -1.2349 -0.1185  -0.612
H 0.5490 2.8253 -0.1013  0.207
C -1.2719 -0.7962 0.4403  -0.331
H 1.7592 -0.9235 0.7216  0.204

Values from the calculation:
Total energy   -18322.036 eV
LUMO   0.984 eV
Orbital gap   9.719 eV
Energy above the lowest of the compared OMol25 structures with the same formula, charge and spin   23.2 kcal per mole
Total charge   0
HOMO energy   -8.73 eV



# 3
Entry from the OMol25 dataset: the ion C4H10ClN2 with charge +1 at a distorted geometry (the ωB97M-V functional and the def2-TZVPD basis).

Each line ends with the natural charge from an NBO analysis.
CARTESIAN COORDINATES (ANGSTROEM)
H 1.2214 1.8090 0.3029  0.231
N -0.3288 0.2533 1.8319  -0.729
H 0.6392 -1.8420 -0.6685  0.230
H -1.0392 0.4143 2.5294  0.415
N -1.9783 -0.4700 0.4736  -0.720
H 2.1457 1.0639 -0.9245  0.247
H -0.3391 -1.2510 -2.0319  0.243
H -2.5617 -0.4462 1.3341  0.411
H -2.5391 -0.7739 -0.2707  0.446
H 0.5591 0.7015 2.0441  0.440
C -0.7378 -0.0101 0.5824  0.566
H 1.4247 -1.0411 -1.8268  0.236
C 1.5510 0.9293 -0.1270  -0.635
Cl -0.8886 1.3932 -1.5429  -0.028
H 2.0924 0.1612 0.3789  0.233
C 0.2539 0.2030 -0.6664  0.041
C 0.5253 -1.0945 -1.4185  -0.626

Values from the calculation:
Total energy   -19805.926 eV
LUMO   -3.820 eV
Orbital gap   11.214 eV
Energy above the lowest of the compared OMol25 structures with the same formula, charge and spin   9.5 kcal per mole
Total charge   +1
HOMO energy   -15.03 eV



# 4
Entry from the OMol25 dataset: the molecule C4H10ClN3 at a distorted geometry (the ωB97M-V functional and the def2-TZVPD basis).

Each line ends with the natural charge from an NBO analysis.
CARTESIAN COORDINATES (ANGSTROEM)
H 2.2714 -0.4870 1.8444  0.217
H -1.9947 -0.6990 -1.4623  0.236
H 1.7843 -0.8169 -1.7156  0.380
C 1.0773 -0.1884 0.0768  0.159
H -0.7998 1.6708 0.7623  0.344
H -0.4393 -1.5936 -1.9110  0.211
C 1.2249 -0.5235 1.5475  -0.624
N -1.4340 0.8989 0.5827  -0.461
H 0.8402 -1.5292 1.7083  0.230
H 0.6472 0.1705 2.1511  0.235
H -3.3625 1.1354 0.2481  0.358
Cl 1.6798 1.6234 -0.1030  -0.216
N 1.8567 -1.0247 -0.7286  -0.809
H -2.4210 2.2009 -0.6346  0.349
C -0.3251 -0.1689 -0.3754  0.128
N -2.4880 1.2643 -0.2463  -0.676
C -0.9420 -0.8602 -1.3035  -0.440
H 2.8246 -1.0727 -0.4411  0.379

Values from the calculation:
Total energy   -21300.762 eV
LUMO   0.957 eV
Orbital gap   9.836 eV
Energy above the lowest of the compared OMol25 structures with the same formula, charge and spin   45.7 kcal per mole
Total charge   0
HOMO energy   -8.88 eV



# 5
Entry from the OMol25 dataset: a cluster of 2 separate species, C4H10ClNO in total at a distorted geometry (the ωB97M-V functional and the def2-TZVPD basis).

Each line ends with the natural charge from an NBO analysis.
CARTESIAN COORDINATES (ANGSTROEM)
H 1.6976 -0.5829 -2.2078  0.206
H -2.7457 0.1169 -0.4587  0.398
C -1.1360 -0.3020 0.6422  0.447
H 2.5044 1.8361 0.0354  0.232
H 0.0531 -0.7846 -1.9812  0.216
N -2.3312 -0.6744 0.0228  -0.874
O -0.4260 -1.2172 1.2345  -0.701
Cl -1.3781 1.0201 1.9515  -0.240
H 0.1389 1.5190 -1.1634  0.197
C 0.9343 -0.6371 -1.4373  -0.652
H 0.9797 1.8088 1.0329  0.249
H 1.1609 -1.4105 -0.8341  0.219
C 0.6937 0.7138 -0.6928  -0.026
H -0.9981 -1.8277 1.6627  0.459
C 1.6477 1.1548 0.3569  -0.721
H -2.9197 -1.1476 0.7281  0.358
H 2.1246 0.4147 1.1083  0.233

Values from the calculation:
Total energy   -20366.794 eV
LUMO (spin up / spin down)   0.200 / 0.403 eV
Orbital gap (spin up / spin down)   7.951 / 8.281 eV
Energy above the lowest of the compared OMol25 structures with the same formula, charge and spin   97.3 kcal per mole
Total charge   0
HOMO energy (spin up / spin down)   -7.75 / -7.88 eV



# 6
Entry from the OMol25 dataset: the molecule C4H10ClP at a distorted geometry (the ωB97M-V functional and the def2-TZVPD basis).

Each line ends with the natural charge from an NBO analysis.
CARTESIAN COORDINATES (ANGSTROEM)
H 1.1120 1.7795 -0.7079  -0.017
H -1.0216 3.0139 0.5682  0.244
H 0.9986 -1.3410 1.4922  0.212
P 0.0044 1.0393 -0.3029  1.005
C 0.3449 -0.6817 -0.5588  -0.611
C 1.4092 -1.1699 0.5000  -0.662
C -0.7087 2.0857 1.0780  -0.969
H 1.5627 -2.1985 0.1611  0.218
H 0.1544 2.3610 1.7647  0.247
H 2.3090 -0.4721 0.2245  0.218
H -0.1963 -2.3941 -1.6264  0.207
H -1.4240 -1.0545 -1.8280  0.211
H -0.4879 1.4445 -1.4716  -0.019
H -1.5170 1.7623 1.7413  0.263
Cl -1.8673 -2.5361 0.0554  -0.200
C -0.6724 -1.6382 -1.0899  -0.347

Values from the calculation:
Total energy   -26118.087 eV
LUMO   0.661 eV
Orbital gap   8.013 eV
Energy above the lowest of the compared OMol25 structures with the same formula, charge and spin   81.4 kcal per mole
Total charge   0
HOMO energy   -7.35 eV



Which value of total charge does entry 3 give?
+1